## w
ORCA calculation (ωB97M-V/def2-TZVPD) on a 2-piece molecular cluster, C3H9O2 overall.

Geometry as XYZ:
```
14
Properties=species:S:1:pos:R:3:nbo_charge:R:1
C -2.10 -1.53 0.67 -0.25
O -2.46 -0.20 0.34 -0.80
H -2.28 -1.66 1.74 0.14
H -1.11 -1.74 0.29 0.18
H -2.74 -2.19 0.08 0.14
C 1.23 0.60 0.19 -0.01
O -0.09 0.92 0.10 -0.99
C 1.98 1.14 -1.06 -0.66
H 1.36 -0.50 0.18 0.08
H 1.69 0.99 1.13 0.08
H -1.63 0.34 0.43 0.53
H 1.53 2.11 -1.22 0.20
H 1.57 0.58 -1.90 0.19
H 3.06 1.13 -0.98 0.17
```

Summary:
Charge   -1
Frontier orbital gap   7.25 eV
HOMO level   -2.8 eV

## x
ORCA calculation (ωB97M-V/def2-TZVPD) on a 2-piece molecular cluster, C3H9O2 overall.

Geometry as XYZ:
```
14
Properties=species:S:1:pos:R:3:nbo_charge:R:1
C -0.15 0.89 0.86 -0.03
O 0.57 1.80 1.58 -0.95
C 0.54 -0.38 0.47 -0.42
C 1.72 -0.21 -0.52 -0.63
H -0.53 1.19 -0.10 0.05
H -0.95 0.53 1.53 0.07
H -0.24 -1.08 0.11 0.15
H 0.85 -0.81 1.39 0.18
H 2.27 -1.19 -0.67 0.18
H 2.58 0.52 -0.12 0.22
H 1.33 0.34 -1.42 0.19
H -2.52 -0.87 -0.39 0.47
H -2.48 0.08 -1.53 0.47
O -2.99 -0.79 -1.22 -0.95
```

Summary:
Charge   -1
Frontier orbital gap   6.46 eV
HOMO level   -2.3 eV

## y
ORCA calculation (ωB97M-V/def2-TZVPD) on a 2-piece molecular cluster, C3H9O2 overall.

Geometry as XYZ:
```
14
Properties=species:S:1:pos:R:3:nbo_charge:R:1
C 0.92 -1.33 1.91 -0.22
O 0.33 -0.11 1.65 -0.84
H 1.41 -1.76 1.02 0.15
H 1.69 -1.26 2.70 0.11
H 0.19 -2.09 2.27 0.11
H 0.52 0.09 0.55 0.50
C -0.33 1.08 -1.13 -0.03
O 0.69 0.25 -0.76 -0.90
C -1.52 0.31 -1.74 -0.64
H -0.01 1.84 -1.87 0.10
H -0.72 1.67 -0.27 0.11
H -2.33 0.96 -2.08 0.17
H -1.86 -0.43 -1.01 0.20
H -1.14 -0.24 -2.61 0.18
```

Summary:
Charge   -1
Frontier orbital gap   7.98 eV
HOMO level   -3.5 eV

Which one is the most stable? From the structures above, y.